2 unconnected molecules or ions with the total composition H6N2OSi, computed with ωB97M-V/def2-TZVPD.

Geometry (Å):
H1 1.15 1.85 1.38
H2 -0.95 -1.48 0.47
O1 1.84 -0.98 0.29
H3 -2.03 -0.33 -0.03
H4 2.08 -1.82 -0.13
H5 -0.83 -0.68 -1.18
N1 -1.41 -1.03 -0.37
N2 1.30 1.90 0.30
Si1 1.73 0.49 -0.37
H6 1.76 0.08 -1.69

The calculation puts the HOMO-LUMO gap at 9.8 eV. The SMILES is [H]/N=[SiH]\O.N. Its total energy is -13002.2882 eV.

=====

A single H6N2Si molecule, computed with ωB97M-V/def2-TZVPD.

Geometry (Å):
H1 -1.96 -0.47 -1.14
Si1 1.26 -0.12 0.10
H2 1.51 -1.12 -0.99
H3 1.70 1.48 0.21
H4 -2.10 -0.35 0.59
N1 -0.39 0.34 0.17
H5 -0.64 1.33 -0.05
N2 -1.41 -0.54 -0.18
H6 2.03 -0.56 1.29

The calculation puts the HOMO-LUMO gap at 10.3 eV. The SMILES is NN[SiH3]. Its total energy is -10953.0629 eV.

=====

2 unconnected molecules or ions with the total composition H6N2Si, computed with ωB97M-V/def2-TZVPD.

Geometry (Å):
H1 -1.35 -0.97 -0.34
H2 0.85 2.15 0.18
H3 1.75 -1.11 -1.24
H4 -0.99 -0.04 0.79
Si1 1.28 -0.27 -0.09
H5 -2.11 0.51 -0.35
H6 1.59 -1.10 1.12
N1 0.79 1.21 -0.29
N2 -1.80 -0.37 0.22

The spin multiplicity is 3. The calculation puts the HOMO-LUMO gap (alpha / beta) at 6.7 / 7.1 eV. Its total energy is -10949.6242 eV.

=====

A gas-phase ion, H6NOSi2 (charge -1), computed with ωB97M-V/def2-TZVPD.

Geometry (Å):
H1 -0.93 1.33 0.44
H2 1.00 2.29 0.88
H3 0.59 0.00 -1.86
Si1 -0.17 -1.03 -1.31
N1 0.68 -0.73 1.24
H4 -0.21 1.38 2.75
O1 0.56 -1.41 0.07
H5 -1.56 -0.67 -1.49
H6 -0.17 -2.34 -1.93
Si2 0.22 1.17 1.21

The calculation puts the HOMO-LUMO gap at 5.7 eV. The net charge is -1. The SMILES is [SiH3][N-]O[SiH3]. Its total energy is -19387.1085 eV.

=====

3 unconnected molecules or ions with the total composition H6O2S, computed with ωB97M-V/def2-TZVPD.

Geometry (Å):
H1 2.38 0.14 -0.77
H2 -0.94 -1.57 0.78
H3 -0.10 2.99 2.33
O1 0.00 3.25 1.42
H4 -0.42 2.55 0.91
H5 -2.10 -1.83 -0.72
O2 1.53 0.57 -0.63
H6 0.94 0.06 -1.20
S1 -0.81 -2.06 -0.46

The calculation puts the HOMO-LUMO gap at 10.7 eV. The SMILES is O.O.S. Its total energy is -15027.3263 eV.

=====

3 unconnected molecules or ions with the total composition H6O2S, computed with ωB97M-V/def2-TZVPD.

Geometry (Å):
H1 0.52 -1.28 1.53
H2 -1.01 -1.20 1.62
H3 0.72 1.89 0.01
O1 -0.28 -1.35 1.01
O2 1.60 1.50 0.03
H4 -1.74 -0.58 -1.00
S1 -1.46 -0.34 -2.27
H5 1.77 1.41 0.98
H6 -0.12 -0.06 -1.91

The calculation puts the HOMO-LUMO gap at 9.8 eV. The SMILES is O.O.S. Its total energy is -15027.2363 eV.

=====

3 unconnected molecules or ions with the total composition H6O2S, computed with ωB97M-V/def2-TZVPD.

Geometry (Å):
H1 -1.52 1.95 -1.20
H2 1.48 0.85 0.36
H3 0.61 -3.89 -0.31
O1 0.92 1.60 0.61
S1 -2.16 2.16 -0.02
H4 0.96 1.69 1.58
O2 0.65 -3.00 -0.57
H5 -1.51 1.59 1.04
H6 0.56 -2.96 -1.49

The calculation puts the HOMO-LUMO gap at 9.9 eV. The SMILES is O.O.S. Its total energy is -15026.8405 eV.

=====

3 unconnected molecules or ions with the total composition H6O2S2, computed with ωB97M-V/def2-TZVPD.

Geometry (Å):
H1 3.33 -2.82 -0.33
O1 -0.83 -5.58 -3.30
H2 -0.32 -5.25 -2.55
H3 -0.79 1.87 2.37
S1 -0.22 2.80 1.59
O2 3.79 -2.91 0.50
H4 -2.54 2.73 0.43
H5 3.58 -3.74 0.93
S2 -1.40 2.23 -0.05
H6 -1.73 -5.31 -3.06

The calculation puts the HOMO-LUMO gap at 9.6 eV. The SMILES is SS.O.O. Its total energy is -25862.4041 eV.

=====

3 unconnected molecules or ions with the total composition H6O3, computed with ωB97M-V/def2-TZVPD.

Geometry (Å):
H1 -0.44 0.55 -1.18
O1 0.44 0.47 -1.64
O2 -1.57 -0.16 0.23
O3 0.98 -0.50 1.09
H2 0.59 -0.53 -1.94
H3 1.03 0.06 0.21
H4 1.51 0.07 1.78
H5 -1.73 0.73 0.69
H6 -0.82 -0.70 0.75

The calculation puts the HOMO-LUMO gap at 11.8 eV. The SMILES is O.O.O. Its total energy is -6239.3638 eV.

=====

3 unconnected molecules or ions with the total composition H6O3, computed with ωB97M-V/def2-TZVPD.

Geometry (Å):
O1 1.85 -1.06 0.37
H1 -0.63 1.08 2.02
H2 -1.07 0.11 -1.21
H3 0.99 -0.62 0.36
H4 -1.61 0.17 1.28
O2 -0.35 0.20 -1.85
O3 -0.85 0.75 1.14
H5 -0.12 1.13 -1.81
H6 1.78 -1.76 -0.29

The calculation puts the HOMO-LUMO gap at 11.3 eV. The SMILES is O.O.O. Its total energy is -6239.8197 eV.

=====

3 unconnected molecules or ions with the total composition H6O3, computed with ωB97M-V/def2-TZVPD.

Geometry (Å):
O1 -32.34 20.77 13.34
H1 -29.72 19.48 14.28
O2 -30.34 19.78 14.95
H2 -32.38 21.38 12.63
H3 -32.92 21.18 14.00
H4 -30.71 17.88 15.88
H5 -29.64 17.23 16.94
O3 -30.55 17.43 16.74
H6 -30.84 20.40 14.33

The calculation puts the HOMO-LUMO gap at 11.1 eV. The SMILES is O.O.O. Its total energy is -6239.6471 eV.

=====

3 unconnected molecules or ions with the total composition H6O3, computed with ωB97M-V/def2-TZVPD.

Geometry (Å):
H1 -0.36 0.49 -2.70
H2 0.69 0.50 -1.54
O1 -0.25 0.65 -1.75
O2 -1.71 -0.67 0.68
H3 -2.00 -0.02 1.33
H4 1.61 0.48 1.56
H5 -1.70 -0.21 -0.15
H6 1.55 -0.98 1.26
O3 2.18 -0.24 1.30

The calculation puts the HOMO-LUMO gap at 12.1 eV. The SMILES is O.O.O. Its total energy is -6239.8533 eV.